(1)
{
  "formula": "C4H12",
  "method": "ωB97M-V/def2-TZVPD",
  "species": ["C", "C", "H", "H", "H", "H", "H", "H", "C", "C", "H", "H", "H", "H", "H", "H"],
  "coordinates": [[-0.302, -0.335, 1.635], [-1.727, -0.492, 1.141], [0.100, -1.331, 1.932], [0.402, 0.141, 0.956], [-0.076, 0.268, 2.500], [-2.383, -0.008, 1.958], [-2.036, -1.527, 1.116], [-1.928, 0.108, 0.231], [1.022, 1.148, -1.327], [0.979, -0.339, -1.641], [-0.016, 1.555, -1.310], [1.375, 1.342, -0.321], [1.703, 1.794, -1.912], [1.675, -0.738, -2.385], [1.352, -0.927, -0.790], [-0.139, -0.657, -1.785]],
  "orbital_gap_ev": 12.37,
  "charge": 0,
  "multiplicity": 1
}



(2)
{
  "formula": "C10H24IrNO6P2S4",
  "method": "ωB97M-V/def2-TZVPD",
  "species": ["Ir", "C", "C", "S", "C", "C", "S", "C", "C", "S", "C", "C", "S", "H", "H", "H", "H", "H", "H", "H", "H", "H", "H", "H", "H", "H", "H", "H", "H", "N", "C", "C", "P", "O", "O", "O", "P", "O", "O", "O", "H", "H", "H", "H", "H", "H", "H", "H"],
  "coordinates": [[0.315, 0.150, 0.963], [-1.443, -2.645, 0.277], [-0.044, -3.176, 0.274], [1.116, -2.062, 1.072], [1.035, -2.513, 2.802], [-0.237, -2.061, 3.457], [-0.286, -0.275, 3.233], [-2.066, -0.006, 3.415], [-2.391, 1.390, 2.938], [-1.889, 1.707, 1.250], [-3.142, 1.018, 0.185], [-3.055, -0.478, 0.042], [-1.366, -0.983, -0.401], [-1.909, -2.614, 1.258], [-2.079, -3.246, -0.379], [0.340, -3.275, -0.744], [0.030, -4.158, 0.747], [1.900, -2.004, 3.232], [1.201, -3.588, 2.897], [-0.181, -2.265, 4.531], [-1.148, -2.519, 3.082], [-2.300, -0.079, 4.481], [-2.598, -0.799, 2.895], [-1.831, 2.135, 3.507], [-3.453, 1.614, 3.057], [-2.957, 1.511, -0.772], [-4.131, 1.331, 0.525], [-3.692, -0.795, -0.789], [-3.364, -1.027, 0.929], [3.545, 2.780, -0.555], [3.032, 2.325, 0.801], [3.849, 2.916, 1.947], [3.043, 0.481, 0.788], [4.576, 0.235, 0.578], [2.438, -0.054, 2.074], [2.177, 0.040, -0.396], [1.244, 2.768, 0.902], [1.376, 4.327, 0.780], [0.672, 2.231, 2.193], [0.531, 2.112, -0.282], [4.524, 2.507, -0.686], [3.484, 3.800, -0.643], [2.992, 2.359, -1.312], [4.890, 2.595, 1.895], [3.434, 2.576, 2.895], [3.814, 4.006, 1.933], [4.970, -0.642, 0.710], [0.601, 4.900, 0.893]],
  "orbital_gap_ev": [6.88, 6.94],
  "s2": 0.763,
  "charge": 3,
  "multiplicity": 2
}



(3)
{
  "formula": "C2H4NP",
  "method": "ωB97M-V/def2-TZVPD",
  "species": ["C", "C", "N", "P", "H", "H", "H", "H"],
  "coordinates": [[1.316, -0.305, 0.068], [0.288, 0.633, 0.421], [1.319, 0.689, -0.694], [-1.641, 0.331, -0.218], [1.592, -1.323, 0.022], [0.422, 1.187, 1.385], [-1.736, -0.890, 0.471], [-1.559, -0.323, -1.455]],
  "orbital_gap_ev": 10.14,
  "charge": 0,
  "multiplicity": 1
}



(4)
{
  "formula": "H12O6",
  "method": "ωB97M-V/def2-TZVPD",
  "species": ["H", "H", "H", "H", "H", "H", "H", "H", "H", "H", "H", "H", "O", "O", "O", "O", "O", "O"],
  "coordinates": [[0.597, 1.498, 0.454], [1.010, 1.378, -0.945], [3.719, 0.279, 0.330], [4.792, 1.217, 0.499], [-0.310, -4.301, -3.157], [-0.299, -2.898, -2.229], [-2.461, 1.342, -0.971], [-2.897, 2.743, -1.117], [-0.021, 1.096, 2.584], [-1.047, 0.023, 3.058], [-2.246, -0.595, 1.175], [-0.857, -0.991, 1.422], [0.342, 1.046, -0.390], [4.640, 0.294, 0.170], [-0.133, -3.903, -2.279], [-2.767, 1.991, -1.631], [-0.588, 0.403, 2.295], [-1.474, -0.623, 0.732]],
  "orbital_gap_ev": 9.88,
  "charge": 0,
  "multiplicity": 1
}



(5)
{
  "formula": "C11H34N8O5",
  "method": "ωB97M-V/def2-TZVPD",
  "species": ["C", "C", "C", "O", "C", "N", "H", "H", "H", "H", "H", "H", "H", "H", "H", "H", "H", "C", "C", "C", "O", "C", "N", "H", "H", "H", "H", "H", "H", "H", "H", "H", "H", "H", "C", "O", "N", "N", "H", "H", "H", "H", "C", "O", "N", "N", "H", "H", "H", "H", "C", "O", "N", "N", "H", "H", "H", "H"],
  "coordinates": [[-0.734, -3.547, 2.887], [-0.083, -2.964, 1.590], [-1.163, -2.563, 0.526], [-1.528, -3.766, -0.212], [-1.086, -3.892, -1.566], [0.654, -1.804, 1.847], [-1.344, -2.939, 3.555], [0.049, -3.709, 3.627], [-1.229, -4.464, 2.567], [0.578, -3.692, 1.120], [-0.854, -1.909, -0.289], [-2.055, -2.204, 1.039], [-0.006, -3.750, -1.573], [-1.610, -3.365, -2.364], [-1.289, -4.873, -1.996], [1.277, -1.880, 2.638], [1.305, -1.603, 1.101], [3.838, 1.472, -2.005], [2.294, 1.635, -2.255], [1.378, 0.342, -1.979], [0.043, 0.481, -2.466], [-0.651, -0.770, -2.563], [1.871, 2.669, -1.390], [4.091, 0.599, -2.608], [3.941, 1.138, -0.973], [4.469, 2.324, -2.257], [2.225, 1.859, -3.319], [1.185, 0.067, -0.942], [1.927, -0.495, -2.409], [-1.670, -0.881, -2.934], [-0.753, -1.240, -1.585], [-0.124, -1.407, -3.273], [2.488, 3.421, -1.661], [2.334, 2.263, -0.590], [0.144, 0.975, 0.520], [-0.224, 1.906, -0.251], [-0.571, -0.090, 0.860], [1.154, 1.160, 1.327], [-0.309, -0.908, 1.391], [-1.493, -0.126, 0.451], [1.633, 2.040, 1.456], [1.252, 0.401, 1.986], [-0.033, 3.939, 0.982], [-0.312, 4.143, -0.231], [1.072, 3.569, 1.472], [-0.851, 4.150, 1.956], [1.749, 3.433, 0.735], [1.247, 3.500, 2.465], [-0.455, 3.869, 2.842], [-1.760, 4.591, 1.953], [-2.557, 0.430, -0.409], [-2.032, 0.622, -1.535], [-2.662, 1.332, 0.507], [-2.845, -0.693, 0.112], [-3.212, 0.992, 1.283], [-2.470, 2.315, 0.378], [-3.373, -0.613, 0.969], [-2.857, -1.489, -0.509]],
  "orbital_gap_ev": 7.70,
  "charge": 0,
  "multiplicity": 1
}



(6)
{
  "formula": "F3HN2O2S",
  "method": "ωB97M-V/def2-TZVPD",
  "species": ["N", "N", "O", "O", "F", "F", "F", "S", "H"],
  "coordinates": [[0.321, 0.391, 0.353], [-3.678, -1.333, 0.323], [-4.594, 1.025, -0.264], [-2.786, 0.098, -1.672], [-0.876, -0.139, -0.017], [-4.087, -0.858, 1.548], [-2.652, -2.151, 0.624], [-3.306, 0.376, -0.378], [0.790, 0.606, -0.547]],
  "orbital_gap_ev": [8.18, 9.43],
  "charge": 0,
  "multiplicity": 1
}



> multiplicity of number 4 (H12O6)?

1



Repeat the first record exactly.
{
  "formula": "C4H12",
  "method": "ωB97M-V/def2-TZVPD",
  "species": ["C", "C", "H", "H", "H", "H", "H", "H", "C", "C", "H", "H", "H", "H", "H", "H"],
  "coordinates": [[-0.302, -0.335, 1.635], [-1.727, -0.492, 1.141], [0.100, -1.331, 1.932], [0.402, 0.141, 0.956], [-0.076, 0.268, 2.500], [-2.383, -0.008, 1.958], [-2.036, -1.527, 1.116], [-1.928, 0.108, 0.231], [1.022, 1.148, -1.327], [0.979, -0.339, -1.641], [-0.016, 1.555, -1.310], [1.375, 1.342, -0.321], [1.703, 1.794, -1.912], [1.675, -0.738, -2.385], [1.352, -0.927, -0.790], [-0.139, -0.657, -1.785]],
  "orbital_gap_ev": 12.37,
  "charge": 0,
  "multiplicity": 1
}



> Number 4 is which compound?

H12O6



> multiplicity of number 1 (C4H12)?

1